71
Properties=species:S:1:pos:R:3 method="wB97M-V/def2-TZVPD" total_charge=0 e_above_lowest_kj_mol=99.6 spin_multiplicity=5 e_homo_ha="-0.17904 / -0.27801"
Cr 0.51 -0.14 -0.03
C 3.89 0.42 -0.21
N 2.80 -0.57 -0.01
C 2.89 -1.56 -1.11
C 2.32 -0.98 -2.38
N 1.01 -0.38 -2.14
C 0.13 -0.32 -3.21
C -0.85 0.67 -3.15
F -0.76 1.57 -2.16
C -1.89 0.81 -4.06
F -2.81 1.75 -3.87
C -1.94 -0.02 -5.17
F -2.91 0.09 -6.08
C -0.93 -0.96 -5.33
F -0.92 -1.75 -6.40
C 0.07 -1.13 -4.37
F 0.95 -2.14 -4.62
C 2.95 -1.18 1.33
C 2.21 -0.33 2.33
N 0.80 -0.36 1.94
C -0.11 -0.21 2.98
C 0.08 0.56 4.12
F 1.18 1.31 4.29
C -0.88 0.59 5.14
F -0.66 1.34 6.22
C -2.05 -0.15 5.03
F -2.95 -0.14 6.03
C -2.26 -0.91 3.90
F -3.36 -1.66 3.77
C -1.29 -0.94 2.91
F -1.49 -1.76 1.84
H 4.83 -0.13 -0.36
H 3.99 1.04 0.68
H 3.69 1.05 -1.07
H 2.32 -2.43 -0.79
H 3.93 -1.87 -1.25
H 2.32 -1.79 -3.11
H 3.03 -0.24 -2.79
H 4.01 -1.30 1.56
H 2.49 -2.17 1.30
H 2.65 0.67 2.35
H 2.37 -0.73 3.33
N -1.66 0.16 -0.05
C -1.94 1.52 0.42
C -3.23 1.94 0.72
C -3.44 3.28 1.03
C -2.38 4.17 1.02
C -1.07 3.74 0.76
C 0.03 4.62 0.73
C 1.29 4.07 0.46
C 1.46 2.74 0.26
N 0.40 1.84 0.25
C -0.86 2.35 0.48
H -2.22 -0.53 0.45
H -1.91 0.12 -1.04
H -4.06 1.25 0.68
H -4.44 3.63 1.25
H -2.55 5.22 1.24
H -0.11 5.68 0.89
H 2.17 4.70 0.42
H 2.43 2.33 0.07
C -1.72 -3.04 -1.29
C -0.42 -3.13 -0.55
C 0.11 -4.51 -0.28
O 0.21 -2.18 -0.20
H -1.79 -3.83 -2.03
H -1.83 -2.07 -1.77
H -2.53 -3.18 -0.57
H -0.71 -5.17 -0.01
H 0.88 -4.48 0.48
H 0.53 -4.90 -1.21